C31H32EuN4O3 as an isolated structure. Source: the Open Molecules 2025 dataset; level of theory: the ωB97M-V functional and the def2-TZVPD basis.

Summary:
HOMO-LUMO gap (alpha / beta)	0.2787 / 0.2804	Ha
energy	-64096.8435	eV
⟨S²⟩	12.02
2S+1	7
net charge	+1
largest force on an atom	0.706	eV Å⁻¹
HOMO energy (alpha / beta)	-10.49 / -10.50	eV
energy relative to the best compared isomer or geometry (same formula, charge and spin)	0.0	kcal per mole
lowest unoccupied orbital energy (alpha / beta)	-2.91 / -2.87	eV

Positions of all 71 atoms, in Å:
1 Eu 0.89 0.32 -0.92
2 O 1.23 -1.26 -2.35
3 C 2.32 -1.26 -3.11
4 C 3.15 -2.40 -3.14
5 C 4.30 -2.40 -3.89
6 C 4.67 -1.29 -4.66
7 C 3.85 -0.19 -4.67
8 C 2.69 -0.14 -3.88
9 C 1.78 0.99 -4.04
10 N 0.95 1.37 -3.15
11 C -0.16 2.26 -3.50
12 C -1.43 1.61 -2.95
13 N -1.22 1.49 -1.51
14 C -1.90 2.26 -0.74
15 C -1.56 2.61 0.63
16 C -2.56 3.21 1.41
17 C -2.28 3.73 2.66
18 C -0.96 3.69 3.12
19 C 0.05 3.13 2.37
20 C -0.23 2.57 1.11
21 O 0.74 2.03 0.40
22 H 2.85 -3.26 -2.56
23 H 4.93 -3.28 -3.89
24 H 5.57 -1.31 -5.26
25 H 4.09 0.66 -5.29
26 H 1.79 1.50 -5.01
27 H -0.22 2.41 -4.58
28 H -0.02 3.23 -3.01
29 H -1.55 0.62 -3.40
30 H -2.31 2.21 -3.19
31 H -2.77 2.78 -1.15
32 H -3.57 3.27 1.02
33 H -3.06 4.18 3.25
34 H -0.72 4.12 4.09
35 H 1.07 3.11 2.72
36 C -6.51 -1.15 1.57
37 C -5.03 -1.00 1.69
38 C -4.44 -0.43 2.81
39 C -3.06 -0.30 2.92
40 C -2.50 0.34 4.16
41 C -2.25 -0.75 1.85
42 C -0.83 -0.51 1.97
43 O 0.01 -0.68 1.07
44 C -2.83 -1.36 0.72
45 C -2.03 -1.95 -0.41
46 C -4.20 -1.47 0.66
47 H -7.03 -0.65 2.39
48 H -6.80 -2.20 1.58
49 H -6.87 -0.73 0.63
50 H -5.07 -0.08 3.62
51 H -3.31 0.56 4.86
52 H -1.99 1.28 3.95
53 H -1.80 -0.32 4.67
54 H -0.46 -0.11 2.92
55 H -1.26 -2.64 -0.07
56 H -1.53 -1.18 -1.00
57 H -2.69 -2.48 -1.10
58 H -4.66 -1.95 -0.20
59 N 5.73 -2.84 2.30
60 C 4.83 -2.13 1.59
61 C 5.00 -0.75 1.38
62 C 4.05 -0.07 0.66
63 N 2.96 -0.64 0.12
64 C 2.81 -1.96 0.32
65 C 3.69 -2.73 1.03
66 H 6.57 -2.40 2.65
67 H 5.64 -3.83 2.42
68 H 5.85 -0.22 1.77
69 H 4.16 1.00 0.49
70 H 1.93 -2.42 -0.12
71 H 3.51 -3.79 1.15

C31H32FN6O10Pd as an isolated structure. Source: the Open Molecules 2025 dataset; level of theory: the ωB97M-V functional and the def2-TZVPD basis.

Summary:
HOMO-LUMO gap (alpha / beta)	0.2717 / 0.2351	Ha
energy	-68270.8762	eV
⟨S²⟩	6.02
2S+1	5
net charge	+1
largest force on an atom	0.575	eV Å⁻¹
HOMO energy (alpha / beta)	-10.93 / -11.23	eV
energy relative to the best compared isomer or geometry (same formula, charge and spin)	8.6	kcal per mole
lowest unoccupied orbital energy (alpha / beta)	-3.53 / -4.84	eV

Positions of all 81 atoms, in Å:
1 Pd -2.01 2.55 0.51
2 O -1.02 9.18 0.12
3 C -2.02 8.98 0.77
4 O -2.94 9.49 1.36
5 C -2.15 7.33 0.86
6 C -1.58 6.70 1.95
7 C -1.71 5.33 2.00
8 N -2.34 4.65 1.05
9 C -2.88 5.29 0.00
10 C -2.81 6.66 -0.14
11 C -3.54 4.41 -1.08
12 O -4.31 4.91 -1.86
13 O -3.18 3.16 -1.06
14 H -1.07 7.25 2.73
15 H -1.30 4.74 2.82
16 H -3.26 7.14 -1.00
17 C -3.60 -5.04 -0.65
18 C -3.31 -4.50 0.74
19 N -2.65 -3.19 0.70
20 C -3.38 -2.08 0.92
21 C -2.92 -0.80 0.82
22 C -3.89 0.28 1.22
23 O -5.06 0.02 1.38
24 O -3.39 1.46 1.50
25 C -1.59 -0.58 0.36
26 O -1.11 0.51 0.01
27 C -0.75 -1.78 0.28
28 C 0.62 -1.64 0.07
29 C 1.42 -2.74 -0.03
30 F 2.75 -2.57 -0.15
31 C 0.89 -4.05 0.03
32 C -0.47 -4.19 0.26
33 C -1.30 -3.06 0.42
34 N 1.68 -5.21 -0.14
35 C 1.63 -6.26 0.86
36 C 1.52 -7.61 0.13
37 N 2.06 -7.42 -1.26
38 C 3.33 -6.62 -1.22
39 C 2.97 -5.18 -0.82
40 H -4.09 -6.01 -0.57
41 H -2.69 -5.15 -1.24
42 H -4.27 -4.37 -1.19
43 H -2.70 -5.18 1.33
44 H -4.23 -4.36 1.30
45 H -4.42 -2.23 1.19
46 H 1.05 -0.65 0.00
47 H -0.90 -5.18 0.28
48 H 0.78 -6.12 1.52
49 H 2.53 -6.24 1.49
50 H 0.49 -7.97 0.03
51 H 2.12 -8.39 0.60
52 H 1.37 -6.88 -1.78
53 H 2.19 -8.32 -1.73
54 H 3.79 -6.67 -2.20
55 H 3.97 -7.11 -0.50
56 H 2.89 -4.55 -1.71
57 H 3.78 -4.79 -0.20
58 C 1.99 5.61 0.02
59 C 2.63 4.65 -0.98
60 C 2.28 3.16 -0.79
61 C 2.93 2.34 -1.92
62 C 2.68 0.85 -1.82
63 C 2.85 2.72 0.54
64 O 4.03 2.56 0.73
65 N 1.95 2.50 1.57
66 C 0.58 2.63 1.47
67 O -0.15 2.38 2.43
68 N 0.04 3.03 0.30
69 C 0.75 3.04 -0.88
70 O 0.19 3.05 -1.95
71 H 2.33 6.63 -0.17
72 H 2.26 5.36 1.04
73 H 0.90 5.60 -0.06
74 H 3.72 4.73 -0.93
75 H 2.34 4.92 -2.00
76 H 4.00 2.55 -1.89
77 H 2.54 2.73 -2.86
78 H 3.16 0.43 -0.93
79 H 3.09 0.33 -2.69
80 H 1.61 0.63 -1.79
81 H 2.32 2.23 2.47

One molecule with the formula C31H32N4O3. Source: the Open Molecules 2025 dataset; level of theory: the ωB97M-V functional and the def2-TZVPD basis.

Summary:
HOMO-LUMO gap	0.3208	Ha
energy	-44770.9622	eV
SMILES string	Cc1cc(Cn2cnc3c2C[C@@H](C(=O)O)N(C(=O)C(c2ccccc2)c2ccccc2)C3)ccc1N(C)C
net charge	0
largest force on an atom	0.647	eV Å⁻¹
HOMO energy	-8.17	eV
energy relative to the best compared isomer or geometry (same formula, charge and spin)	0.0	kcal per mole
lowest unoccupied orbital energy	0.56	eV

Positions of all 70 atoms, in Å:
1 C -0.94 -1.35 -3.63
2 C -1.37 0.03 -3.24
3 C -2.33 0.20 -2.25
4 C -2.81 1.45 -1.89
5 C -2.34 2.56 -2.58
6 C -1.38 2.42 -3.56
7 C -0.85 1.17 -3.88
8 N 0.14 1.00 -4.86
9 C 1.44 0.56 -4.39
10 H 1.96 0.04 -5.20
11 H 2.06 1.40 -4.06
12 H 1.33 -0.12 -3.55
13 C 0.26 2.03 -5.86
14 H 0.79 2.93 -5.51
15 H -0.73 2.31 -6.22
16 H 0.83 1.62 -6.70
17 H -1.02 3.30 -4.06
18 H -2.71 3.54 -2.33
19 C -3.77 1.58 -0.74
20 N -3.22 0.94 0.44
21 C -3.76 -0.06 1.18
22 N -2.96 -0.47 2.13
23 C -1.84 0.29 2.01
24 C -1.98 1.18 0.97
25 C -0.95 2.14 0.51
26 H -1.36 3.15 0.37
27 H -0.52 1.82 -0.44
28 C 0.16 2.17 1.58
29 N 0.47 0.83 2.04
30 C 1.50 0.20 1.42
31 O 2.20 0.78 0.61
32 C 1.77 -1.25 1.85
33 C 3.09 -1.71 1.28
34 C 3.23 -1.90 -0.09
35 C 4.44 -2.32 -0.62
36 C 5.52 -2.56 0.22
37 C 5.38 -2.38 1.58
38 C 4.17 -1.96 2.11
39 H 4.07 -1.81 3.18
40 H 6.21 -2.57 2.24
41 H 6.46 -2.89 -0.19
42 H 4.55 -2.45 -1.68
43 H 2.40 -1.71 -0.75
44 C 0.67 -2.19 1.42
45 C 0.48 -3.37 2.12
46 C -0.50 -4.27 1.73
47 C -1.30 -3.99 0.64
48 C -1.11 -2.82 -0.07
49 C -0.13 -1.92 0.31
50 H 0.01 -1.01 -0.25
51 H -1.73 -2.61 -0.93
52 H -2.07 -4.69 0.34
53 H -0.64 -5.18 2.29
54 H 1.10 -3.59 2.97
55 H 1.85 -1.26 2.94
56 C -0.59 0.20 2.82
57 H -0.36 -0.84 3.03
58 H -0.69 0.73 3.77
59 C -0.14 3.10 2.74
60 O 0.12 2.88 3.89
61 O -0.70 4.24 2.33
62 H -0.84 4.83 3.09
63 H 1.09 2.55 1.11
64 H -4.73 -0.46 0.99
65 H -4.72 1.09 -0.96
66 H -3.96 2.63 -0.52
67 H -2.72 -0.68 -1.75
68 H -0.56 -1.35 -4.64
69 H -0.17 -1.74 -2.96
70 H -1.79 -2.03 -3.57